[1]
Formula: C23H47NO6PY
Source: the Open Molecules 2025 dataset
Level of theory: wB97M-V/def2-TZVPD

XYZ file:
```
79
Properties=species:S:1:pos:R:3:forces:R:3:lowdin_charge:R:1
Y 0.2800 0.2285 -1.5005 1.0 -0.3 2.3 1.288
C -0.2264 2.6457 0.6367 0.3 0.1 -0.1 -0.136
C 0.6260 3.2362 -0.4822 -0.4 0.1 0.1 -0.112
O 1.4012 2.2430 -1.1651 0.2 0.5 0.3 -0.261
C 2.8018 2.1629 -0.8974 0.2 -0.3 0.2 -0.123
C 3.1095 1.3842 0.3814 -0.1 0.2 0.0 -0.136
O 2.2834 0.2156 0.4742 0.0 0.1 -0.2 -0.205
C 2.9248 -1.0634 0.5770 -0.1 -0.2 0.0 -0.140
C 2.7654 -1.8814 -0.7007 0.1 0.3 0.1 -0.119
O 1.4221 -1.8784 -1.1830 0.1 -0.1 0.3 -0.246
C 0.5131 -2.8616 -0.6843 -0.3 0.1 0.0 -0.118
C -0.2173 -2.4319 0.6002 0.2 -0.2 0.0 -0.112
O -0.3999 -1.0101 0.5700 -0.1 -0.1 0.0 -0.189
C -1.0593 -0.4073 1.6637 -0.2 0.2 0.1 -0.319
C -1.7701 0.8334 1.0721 0.0 -0.3 0.0 -0.096
O -0.9792 1.5392 0.1210 0.1 0.1 0.2 -0.216
H -0.9065 3.4221 0.9971 0.0 0.0 0.0 0.151
H 0.3983 2.3110 1.4636 0.1 -0.1 0.1 0.102
H 1.2707 4.0118 -0.0664 0.0 0.0 0.0 0.149
H -0.0272 3.6818 -1.2333 0.1 0.0 0.0 0.151
H 3.2434 3.1581 -0.8264 0.0 0.0 -0.1 0.148
H 3.2269 1.6483 -1.7613 0.0 0.1 0.0 0.145
H 2.9122 2.0096 1.2570 0.0 -0.1 0.0 0.121
H 4.1688 1.1231 0.3902 0.0 0.0 0.0 0.142
H 2.4568 -1.5900 1.4121 0.0 0.0 0.1 0.112
H 3.9865 -0.9499 0.8028 0.0 0.0 0.0 0.141
H 3.1064 -2.9034 -0.5242 0.0 0.0 -0.1 0.147
H 3.3638 -1.4508 -1.5057 0.0 0.0 0.0 0.147
H 1.0331 -3.8035 -0.5039 0.0 0.0 -0.1 0.146
H -0.2094 -3.0022 -1.4889 0.0 0.0 0.0 0.141
H 0.3526 -2.7142 1.4827 0.0 0.1 0.1 0.098
H -1.1873 -2.9333 0.6404 0.0 0.0 0.0 0.149
H 0.8113 0.0995 2.3510 0.0 0.0 0.0 0.080
H -1.8281 -1.0752 2.0502 0.0 0.0 -0.1 0.127
H -2.1045 1.4947 1.8713 0.0 0.1 -0.1 0.115
H -2.6428 0.4756 0.5230 0.0 0.0 0.0 0.154
C 0.9909 -1.6030 6.5629 0.0 0.0 0.1 -0.058
C 1.1317 -1.3303 5.0608 -0.3 0.2 -0.1 -0.581
C 1.0519 -2.6581 4.3044 0.0 0.0 0.0 -0.067
C 2.5153 -0.7139 4.7982 0.0 0.0 0.1 -0.067
P -0.1775 -0.1138 4.4238 0.0 0.0 0.2 1.178
N -0.0965 -0.1364 2.7448 0.3 0.1 -0.2 -0.021
C 0.2730 1.6425 4.9943 -0.1 -0.4 -0.1 -0.572
C -0.8917 2.5685 4.6190 0.0 0.0 0.0 -0.068
C 1.5519 2.1287 4.2873 0.0 0.1 0.0 -0.071
C 0.5041 1.7239 6.5081 0.0 0.1 0.1 -0.058
C -1.9293 -0.6054 4.9118 0.4 0.1 -0.1 -0.576
C -2.1187 -0.3040 6.4069 -0.1 0.0 0.1 -0.061
C -2.1081 -2.1136 4.6760 -0.1 0.0 0.0 -0.060
C -3.0225 0.1393 4.1295 -0.1 0.1 0.0 -0.055
H 1.8804 -2.1435 6.8924 0.0 0.0 0.0 0.111
H 0.1314 -2.2339 6.7864 0.0 0.0 0.0 0.083
H 0.9266 -0.6947 7.1589 0.0 -0.1 0.0 0.066
H 1.9507 -3.2354 4.5265 0.0 0.0 0.0 0.106
H 1.0185 -2.4977 3.2318 0.1 0.0 -0.1 0.040
H 0.2032 -3.2690 4.5955 0.0 0.0 0.0 0.074
H 3.2651 -1.4900 4.9568 0.0 0.0 0.0 0.106
H 2.7407 0.0889 5.4969 0.0 -0.1 -0.1 0.072
H 2.6398 -0.3451 3.7770 0.0 0.0 0.0 0.073
H -1.1920 2.4570 3.5765 0.0 0.0 0.0 0.058
H -0.5742 3.6026 4.7578 0.0 0.0 0.0 0.105
H -1.7548 2.4163 5.2646 0.0 0.0 -0.1 0.079
H 1.6438 1.7683 3.2652 0.0 0.1 -0.2 0.042
H 2.4505 1.8466 4.8283 -0.1 0.1 -0.1 0.075
H 1.5324 3.2186 4.2488 0.0 0.0 0.0 0.104
H -0.3272 1.3352 7.0917 0.1 0.1 0.0 0.070
H 0.6184 2.7782 6.7687 0.0 0.0 0.0 0.112
H 1.4195 1.2196 6.8143 0.0 0.1 0.0 0.076
H -1.2992 -0.6694 7.0227 -0.1 0.0 0.0 0.065
H -3.0256 -0.8110 6.7404 0.0 0.0 0.0 0.112
H -2.2598 0.7599 6.5939 0.0 -0.1 0.0 0.082
H -1.6152 -2.7059 5.4446 0.0 0.0 -0.1 0.081
H -1.7620 -2.4408 3.6942 0.0 0.0 0.0 0.073
H -3.1745 -2.3365 4.7371 0.0 0.0 0.0 0.109
H -2.9183 1.2194 4.1480 0.0 -0.1 0.0 0.065
H -3.9712 -0.0956 4.6151 0.0 0.0 0.0 0.113
H -3.1137 -0.1881 3.0959 -0.1 0.0 0.1 0.069
O -0.6072 -0.1735 -4.5846 0.0 -0.1 0.1 -0.054
C -0.3228 -0.0326 -3.4532 -1.1 -0.2 -2.6 -0.458
```
Positions in Å, forces in eV/Å.

## Properties
- Kohn-Sham gap (alpha / beta) (eV) = 4.93 / 4.99
- multiplicity = 1
- relative energy (zero: lowest compared OMol25 entry of this formula, charge and spin) (eV) = 5.657
- LUMO level (alpha / beta) (eV) = -4.55 / -4.51
- net charge = +2

---

[2]
Formula: C23H48AsCl2FeO3Si5
Source: the Open Molecules 2025 dataset
Level of theory: wB97M-V/def2-TZVPD

XYZ file:
```
83
Properties=species:S:1:pos:R:3:forces:R:3:nbo_charge:R:1
Fe -0.0538 -0.4100 -0.2837 0.3 1.4 0.2 1.488
Cl 6.9178 -2.8964 0.3015 0.1 0.0 0.0 -0.031
C 5.4455 -1.9858 0.0761 0.2 -0.5 0.0 -0.083
C 5.4882 -0.5936 0.1994 -0.7 0.2 -0.1 -0.198
C 4.3296 0.1322 0.0577 0.7 0.3 0.0 -0.097
Cl 4.4210 1.8439 0.2281 -0.1 0.0 0.0 0.052
C 3.0684 -0.4695 -0.2454 -1.1 -0.2 -0.3 0.410
O 1.9857 0.2079 -0.3640 0.5 -0.7 0.3 -0.768
C 3.0998 -1.8997 -0.4155 0.6 0.7 0.4 -0.241
C 1.9300 -2.5848 -0.7734 -0.2 -0.3 -0.3 0.423
O 0.8343 -2.0752 -1.0417 0.2 -0.5 -0.2 -0.706
C 4.2877 -2.6342 -0.2169 -0.1 -0.1 0.0 -0.182
H 6.4198 -0.0888 0.4064 0.0 0.0 0.0 0.238
H 2.0011 -3.6801 -0.8248 0.0 -0.1 -0.1 0.143
H 4.2677 -3.7137 -0.3038 0.0 0.0 0.0 0.221
C -2.5628 2.2552 0.7962 -0.2 0.1 0.0 -0.245
O -2.0552 0.9956 0.4034 -0.1 -0.1 0.0 -0.958
Si -3.0413 -0.2766 -0.0449 -0.4 0.0 0.1 2.031
C -4.4965 -0.3493 1.1821 0.3 -0.1 -0.1 -1.175
C -3.8724 0.1743 -1.6912 0.2 -0.4 0.0 -1.167
C -1.8148 -1.6482 -0.0198 0.7 0.0 -0.1 -2.095
Si -1.1911 -2.1251 1.6761 -0.6 -0.2 0.8 1.697
C 0.2436 -3.3591 1.8863 -0.2 0.1 -0.5 -1.100
C -0.5396 -0.5905 2.6055 -0.2 -0.2 -0.3 -1.111
C -2.5430 -2.8845 2.7918 0.1 0.2 -0.2 -1.114
Si -1.8089 -2.7907 -1.4943 -0.8 -0.1 -0.2 1.770
C -1.1941 -1.8891 -3.0631 0.1 -0.2 0.3 -1.113
C -3.6072 -3.2874 -1.9272 0.2 0.1 0.2 -1.123
C -0.9896 -4.4976 -1.3178 0.1 0.3 0.1 -1.111
H -3.4066 2.1380 1.4858 0.0 -0.1 0.0 0.161
H -2.9046 2.8279 -0.0714 0.1 0.0 0.0 0.176
H -1.7652 2.8137 1.2832 0.0 -0.1 -0.1 0.221
H -5.2977 0.3392 0.9068 0.0 0.1 0.0 0.232
H -4.1796 -0.1136 2.2009 0.0 0.0 0.0 0.232
H -4.9141 -1.3591 1.1884 0.0 0.0 0.0 0.236
H -4.0280 1.2513 -1.7738 0.1 0.0 0.1 0.246
H -4.8493 -0.3074 -1.7746 0.0 0.0 0.0 0.227
H -3.2753 -0.1400 -2.5490 0.0 0.1 -0.1 0.239
H 1.1793 -2.9352 1.5216 0.1 0.0 0.1 0.214
H 0.0788 -4.3035 1.3661 0.0 0.0 0.0 0.225
H 0.3706 -3.5833 2.9466 -0.1 0.1 0.1 0.233
H 0.2960 -0.1231 2.0661 0.1 0.2 0.2 0.214
H -0.1717 -0.8575 3.5984 0.1 -0.1 0.0 0.236
H -1.3107 0.1707 2.7195 0.0 0.1 0.0 0.247
H -2.9245 -3.8179 2.3694 0.0 0.0 0.0 0.224
H -3.3909 -2.2108 2.9237 0.0 0.0 0.0 0.229
H -2.1344 -3.1084 3.7808 0.0 0.0 0.0 0.222
H -1.9359 -1.9009 -3.8630 -0.1 0.0 0.0 0.230
H -0.2740 -2.3332 -3.4457 0.0 0.0 0.0 0.235
H -0.9662 -0.8457 -2.8262 0.0 0.1 -0.1 0.212
H -4.2828 -2.4318 -1.8919 0.0 0.0 0.0 0.223
H -3.9897 -4.0409 -1.2337 0.0 0.0 0.1 0.221
H -3.6555 -3.7089 -2.9349 0.0 0.0 0.0 0.219
H 0.0573 -4.4782 -1.6219 0.0 -0.1 0.0 0.220
H -1.5089 -5.2399 -1.9262 0.0 0.1 -0.1 0.228
H -1.0298 -4.8368 -0.2818 -0.1 -0.1 0.0 0.227
C 0.1554 5.0080 2.6951 0.1 -0.1 -0.2 -1.111
Si 0.2363 4.9667 0.7858 -0.3 0.1 0.3 1.346
C 1.4924 6.3259 0.3169 0.0 -0.3 -0.1 -1.119
C -1.4553 5.6581 0.2085 0.2 -0.1 -0.1 -1.126
As 0.8244 2.7630 0.2930 0.4 0.3 -0.3 -0.830
Si 0.6780 2.8963 -2.0216 -0.3 0.5 -0.2 1.345
C 1.1261 4.6195 -2.7154 0.0 -0.2 0.1 -1.118
C 1.6501 1.6513 -3.0886 0.0 0.0 0.3 -1.099
C -1.1157 2.6092 -2.6039 0.2 0.1 -0.1 -1.127
H -0.0836 5.9944 3.1015 0.0 0.1 -0.1 0.212
H 1.1186 4.6936 3.1048 0.0 0.0 0.0 0.230
H -0.5963 4.3016 3.0571 0.0 0.0 0.0 0.221
H 1.3512 7.2442 0.8931 -0.1 0.0 0.1 0.214
H 1.4116 6.5793 -0.7423 0.0 0.0 0.0 0.226
H 2.5105 5.9696 0.4906 0.0 0.0 0.0 0.231
H -1.5210 6.7436 0.3305 0.1 0.0 0.1 0.215
H -2.2787 5.2073 0.7672 0.0 0.0 0.0 0.219
H -1.6163 5.4337 -0.8493 0.0 0.0 0.0 0.223
H 2.1389 4.9077 -2.4251 0.0 0.0 0.0 0.229
H 0.4433 5.3741 -2.3180 0.0 0.0 0.0 0.221
H 1.0657 4.6562 -3.8075 0.0 -0.1 0.0 0.214
H 2.7287 1.8183 -3.0370 0.0 0.0 0.1 0.229
H 1.3448 1.7132 -4.1362 -0.1 0.1 0.0 0.217
H 1.4639 0.6320 -2.7460 0.0 -0.1 -0.1 0.208
H -1.7905 3.3765 -2.2178 0.0 0.0 0.1 0.222
H -1.4551 1.6412 -2.2320 -0.1 -0.1 0.0 0.209
H -1.2073 2.6073 -3.6958 0.0 0.0 0.0 0.212
```
Positions in Å, forces in eV/Å.

## Properties
- Kohn-Sham gap (alpha / beta) (eV) = 4.86 / 4.75
- multiplicity = 5
- LUMO level (alpha / beta) (eV) = 1.73 / 1.62
- net charge = -1

---

[3]
Formula: C23H48ClN2O12P3S
Source: the Open Molecules 2025 dataset
Level of theory: wB97M-V/def2-TZVPD

XYZ file:
```
90
Properties=species:S:1:pos:R:3:forces:R:3:lowdin_charge:R:1
C 0.2702 8.5418 0.8103 0.4 0.2 1.7 -0.175
C -1.2343 9.1664 0.7722 0.6 0.0 1.8 -0.539
S -2.1795 8.9892 -0.8191 0.1 -0.1 -0.6 0.765
C -1.2525 8.0567 -2.1438 0.8 0.1 -0.8 -0.480
C -1.4666 6.3994 -2.0795 1.7 1.0 0.2 -0.559
C -1.7164 6.0480 -0.4952 0.0 -4.7 7.5 -0.182
N -1.8027 5.5392 0.7129 0.8 4.9 -11.3 0.143
C -0.1131 5.7467 -2.7306 0.9 -0.5 -0.6 -0.229
C -0.1464 5.7716 -4.3999 0.1 -0.4 -8.1 -0.122
N -0.1202 5.7070 -5.7008 -0.2 0.6 12.1 0.108
C 0.1945 4.1961 -2.2964 -0.3 -1.7 -0.8 -0.182
O 1.5589 3.9855 -1.7801 -1.6 1.6 1.4 -0.156
C 1.7448 4.5703 -0.4427 1.6 0.6 0.8 -0.204
O 1.5949 3.6194 0.6757 1.5 0.4 -1.2 -0.172
C 2.8805 2.9271 0.9370 1.2 -0.8 -0.8 -0.178
C 2.7079 1.4707 1.6790 0.2 0.3 -0.8 -0.203
O 1.7860 1.4712 2.8313 0.2 0.8 -1.6 -0.127
P -3.0990 5.8917 -3.0080 -2.3 0.8 -0.3 0.681
O -3.3287 6.8945 -4.4358 0.1 -0.2 2.4 -0.403
Cl -2.9546 3.8757 -3.7289 0.7 1.7 0.2 0.194
H 0.3610 7.9350 1.8344 -0.2 1.2 -2.3 0.095
H 0.5404 7.7853 -0.0368 -0.6 1.7 1.5 0.038
H 1.0547 9.4320 0.9256 -1.6 -2.1 -0.7 0.093
H -1.8857 8.6678 1.6386 1.4 0.9 -2.1 0.089
H -1.2128 10.3237 1.0454 0.1 -2.5 -0.9 0.087
H -1.6290 8.4536 -3.2038 0.6 -0.8 2.4 0.100
H -0.1010 8.3434 -2.0989 -2.4 -0.9 -0.1 0.099
H 0.8242 6.3877 -2.4261 -1.8 -1.2 -0.7 0.143
H 0.1029 3.5266 -3.2796 0.4 1.5 2.3 0.136
H -0.5569 3.7333 -1.5275 1.2 1.3 -1.4 0.137
H 1.0667 5.4959 -0.2076 0.9 -2.0 -0.6 0.123
H 2.8735 4.9534 -0.4040 -2.4 -0.8 -0.3 0.157
H 3.6504 3.5790 1.5433 -1.8 -0.9 -1.0 0.135
H 3.3728 2.7282 -0.1299 -0.9 0.2 2.3 0.141
H 3.7739 1.1340 2.0882 -2.4 0.9 -0.8 0.139
H 2.4152 0.6934 0.8390 0.2 1.5 1.8 0.127
H 0.9814 2.0450 2.6681 1.6 -0.9 -0.2 0.102
H -4.0344 7.5741 -4.1555 1.4 -1.6 -0.5 0.077
O 1.2508 -2.5284 -4.5187 1.8 -4.2 -1.1 -0.256
P 2.2299 -3.0402 -3.4341 -1.5 8.2 4.4 0.772
O 1.2050 -2.5851 -2.2023 -0.5 -1.1 0.2 -0.251
C -0.1678 -2.9588 -2.2282 -0.2 0.1 -0.1 -0.241
C -0.3688 -4.4021 -1.8109 2.0 -2.0 -6.6 -0.164
O 3.1735 -1.6658 -3.4125 0.8 -1.6 -0.5 -0.228
C 3.2261 -0.8185 -4.5526 -0.2 0.3 -0.5 -0.301
C 2.1670 0.2722 -4.4730 -0.1 0.2 0.1 -0.074
O 3.3240 -3.6121 -2.2222 -0.4 -0.7 -2.8 -0.217
C 2.9890 -4.0550 -0.9233 -0.3 -0.9 0.5 -0.290
C 2.8037 -5.5572 -0.9053 0.2 -0.4 0.1 -0.074
H -0.6196 -2.7803 -3.2082 0.2 0.0 0.1 0.113
H -0.6869 -2.3060 -1.5229 0.1 0.2 0.1 0.134
H 0.1426 -5.0790 -2.4974 -0.2 0.0 -1.0 0.098
H -1.4341 -4.6580 -1.8023 0.1 -0.2 -0.1 0.126
H 0.0250 -4.5739 -0.8036 3.0 -2.1 -5.1 -0.037
H 3.1360 -1.4056 -5.4726 -0.1 0.1 0.2 0.104
H 4.2172 -0.3546 -4.5744 0.0 -0.2 0.2 0.115
H 1.1855 -0.1143 -4.1881 0.1 -0.2 -0.2 0.069
H 2.0731 0.7854 -5.4363 0.0 -0.1 0.1 0.081
H 2.4404 1.0102 -3.7154 0.1 0.0 0.0 0.070
H 2.1322 -3.5397 -0.4890 0.0 0.1 -0.5 0.098
H 3.8367 -3.8018 -0.2771 0.2 0.1 -0.4 0.134
H 2.1409 -5.8914 -1.7067 -0.1 0.1 0.1 0.067
H 2.3971 -5.8812 0.0576 0.0 0.0 -0.1 0.078
H 3.7646 -6.0601 -1.0588 -0.1 0.1 0.0 0.080
O -2.9142 -4.3801 2.1681 -3.6 -2.9 0.8 -0.254
P -2.4949 -5.5897 3.0389 8.8 3.5 -0.3 0.768
O -1.6111 -4.6240 4.0690 -0.9 0.0 0.8 -0.268
C -2.1832 -3.4456 4.6251 0.0 0.4 0.1 -0.295
C -3.1141 -3.7596 5.7794 0.1 0.1 0.2 -0.081
O -1.2191 -6.0478 2.0682 -1.3 -1.3 0.0 -0.216
C -1.2094 -5.6979 0.6904 0.0 0.4 -0.3 -0.251
C -0.5063 -4.3660 0.4693 -2.3 1.9 6.2 -0.128
O -2.0264 -6.9412 4.0119 -2.3 0.5 -1.8 -0.221
C -1.6786 -6.9160 5.3807 -0.4 0.0 1.0 -0.298
C -2.8868 -7.2170 6.2416 -0.2 -0.4 0.2 -0.085
H -2.7030 -2.8500 3.8691 0.1 -0.2 0.0 0.105
H -1.3553 -2.8329 4.9886 0.1 -0.2 -0.1 0.121
H -3.9515 -4.3748 5.4458 -0.1 0.0 0.0 0.066
H -3.5145 -2.8378 6.2158 0.0 -0.1 -0.1 0.082
H -2.5842 -4.3017 6.5697 -0.1 0.1 -0.1 0.073
H -2.2279 -5.6912 0.2881 0.2 0.2 0.1 0.115
H -0.6672 -6.4828 0.1537 0.0 -0.1 0.2 0.129
H -0.8316 -3.5964 1.1733 -0.1 -0.4 0.7 0.111
H -0.6841 -4.0039 -0.5492 -2.9 2.5 5.7 -0.038
H 0.5711 -4.4789 0.6108 0.1 0.1 0.1 0.100
H -1.1822 -5.9971 5.6928 -0.2 0.0 -0.4 0.106
H -0.9386 -7.7098 5.5311 -0.1 -0.1 -0.4 0.131
H -3.7462 -6.6049 5.9586 0.2 0.1 0.1 0.061
H -2.6559 -7.0480 7.2978 -0.1 0.0 -0.1 0.082
H -3.1890 -8.2628 6.1194 0.0 0.1 0.0 0.078
```
Positions in Å, forces in eV/Å.

## Properties
- Kohn-Sham gap (eV) = 6.78
- multiplicity = 1
- LUMO level (eV) = -1.83